Here is C20H27N7ORuS as an isolated structure in a non-equilibrium geometry from the OMol25 dataset. Energies are from ωB97M-V/def2-TZVPD.

Results
HOMO-LUMO gap (spin up / spin down): 7.4 / 7.4 eV
2S+1: 2
Net charge: +1
F_max: 1.87 eV Å⁻¹
<S²>: 0.7610

The geometry in XYZ format:
```
57
Properties=species:S:1:pos:R:3:mulliken_charge:R:1
Ru 0.10002 0.08387 0.48755 0.214
N 2.69023 -1.10823 3.36313 -0.377
C 1.87481 -1.26830 2.28776 0.583
S 0.12313 -1.05398 2.50407 -0.481
N 2.38555 -1.42290 1.11054 -1.060
N 1.29264 -1.61863 0.16113 0.495
C 1.25801 -2.86561 -0.12482 -0.705
C 0.38301 -3.59562 -1.04486 0.043
C 0.74182 -4.91072 -1.37339 -0.742
C -0.04507 -5.67062 -2.22688 -0.738
C -1.21328 -5.14402 -2.76269 -0.515
C -1.60718 -3.83981 -2.44869 -0.377
C -0.78530 -3.14516 -1.60936 1.067
O -0.82458 -0.27814 -1.74219 0.328
H 2.27471 -1.13307 4.27708 0.241
H 3.64111 -1.43103 3.27450 0.257
H 2.04176 -3.45911 0.33768 0.395
H 1.64942 -5.33182 -0.95264 0.413
H 0.25355 -6.68051 -2.47268 0.410
H -1.82843 -5.74608 -3.42059 0.390
H -2.51891 -3.41454 -2.85348 0.460
C -2.14414 2.46991 0.90145 -1.195
N -1.07122 2.20908 -0.09824 0.904
C -0.09894 3.32340 -0.08388 -1.234
C -1.62214 2.22020 -1.47160 -1.078
C -2.65992 1.18268 -1.83992 -1.013
N -2.25299 -0.21724 -1.69895 0.141
C -2.60967 -0.81379 -0.42835 -0.392
C -0.37211 -0.50446 -3.07861 -1.073
H -1.80360 3.20119 1.63276 0.441
H -2.42740 1.56517 1.43367 0.234
H -3.03838 2.87807 0.42450 0.402
H -0.55885 4.23914 -0.46892 0.430
H 0.75309 3.07609 -0.71533 0.340
H 0.24952 3.52226 0.92295 0.266
H -0.77609 2.14527 -2.15241 0.481
H -2.08423 3.19948 -1.64754 0.418
H -2.92141 1.37656 -2.88220 0.354
H -3.57722 1.30982 -1.26472 0.418
H -2.46265 -1.88781 -0.45022 0.159
H -3.65298 -0.60069 -0.20579 0.347
H -2.00677 -0.39736 0.40113 -0.023
H -0.91641 -1.33646 -3.51661 0.305
H 0.68672 -0.74366 -3.00419 0.311
H -0.50904 0.39309 -3.68444 0.357
N 0.82341 4.17857 5.18758 -0.449
C 1.24217 3.63174 4.26793 -0.259
C 1.75011 2.95799 3.10060 0.188
C 2.94801 3.33663 2.50805 -0.111
C 3.37427 2.64598 1.38833 -1.094
C 2.58998 1.62348 0.89077 -0.482
N 1.41936 1.27854 1.44581 1.006
C 1.01309 1.91996 2.54842 -0.469
H 3.52766 4.15120 2.92148 0.554
H 4.31102 2.88573 0.90550 0.453
H 2.89628 1.03278 0.03827 0.441
H 0.09446 1.58149 3.00154 0.622
```